{"formula": "C6H10OS", "method": "wB97M-V/def2-TZVPD", "symbols": ["C", "C", "C", "C", "C", "O", "C", "S", "H", "H", "H", "H", "H", "H", "H", "H", "H", "H"], "xyz": [[0.413, 0.350, 2.578], [0.923, -0.099, 1.217], [0.509, 0.959, 0.047], [0.155, 0.069, -1.122], [-0.727, -0.677, -2.115], [-1.917, -0.245, -2.692], [-0.826, -0.989, -0.610], [0.180, -1.731, 0.638], [0.563, -0.380, 3.366], [0.874, 1.281, 2.998], [-0.676, 0.472, 2.537], [2.025, -0.293, 1.112], [1.492, 1.427, -0.119], [-0.270, 1.692, 0.316], [1.036, -0.442, -1.450], [-0.203, -1.188, -2.921], [-1.772, 0.390, -3.431], [-1.779, -0.596, -0.348]], "mulliken_charge": [-1.290, 0.182, -0.928, -0.010, -0.184, -0.558, -0.227, -0.217, 0.362, 0.320, 0.327, 0.382, 0.302, 0.326, 0.208, 0.385, 0.329, 0.289], "e_above_lowest_ev": 3.603, "lumo_energy_ev": 0.71, "gap_ev": 9.0, "e_tot_ev": -19263.426, "smiles": "C[C@@H]1C[C@@H]2[C@H](O)[C@H]2S1", "homo_ev": -8.29}

=====

{"formula": "C6H10OS", "method": "wB97M-V/def2-TZVPD", "symbols": ["C", "C", "S", "C", "O", "C", "C", "C", "H", "H", "H", "H", "H", "H", "H", "H", "H", "H"], "xyz": [[2.159, 1.989, -1.118], [1.583, 1.359, -0.107], [1.492, -0.444, -0.011], [-0.181, -0.861, 0.099], [-0.397, -2.034, 0.245], [-1.307, 0.137, 0.066], [-1.718, 0.454, 1.507], [-2.488, -0.400, -0.742], [2.624, 1.515, -1.967], [2.063, 3.054, -1.208], [1.143, 1.942, 0.730], [-0.910, 1.018, -0.406], [-0.908, 0.864, 2.108], [-2.613, 1.169, 1.533], [-2.013, -0.466, 2.030], [-3.396, 0.251, -0.780], [-2.198, -0.654, -1.747], [-2.772, -1.386, -0.310]], "mulliken_charge": [-0.548, -0.219, -0.165, 0.427, -0.544, 0.614, -1.290, -1.524, 0.261, 0.264, 0.340, 0.334, 0.328, 0.324, 0.331, 0.372, 0.379, 0.315], "e_above_lowest_ev": 0.990, "lumo_energy_ev": 0.88, "gap_ev": 10.3, "e_tot_ev": -19266.040, "smiles": "C=CSC(=O)C(C)C", "homo_ev": -9.38}

=====

{"formula": "C6H10OS", "method": "wB97M-V/def2-TZVPD", "symbols": ["C", "C", "C", "C", "C", "C", "O", "S", "H", "H", "H", "H", "H", "H", "H", "H", "H", "H"], "xyz": [[1.427, -0.522, 2.781], [0.407, 0.621, 2.616], [0.900, -0.684, 0.235], [-1.036, -0.126, -1.913], [0.321, -0.595, 1.686], [-1.562, 0.614, -3.067], [-0.686, -1.392, 1.799], [0.376, 0.506, -1.080], [2.429, -0.268, 2.637], [1.298, -1.237, 3.577], [-0.478, 0.548, 3.425], [0.721, 1.559, 2.352], [2.022, -0.587, 0.185], [0.611, -1.736, 0.036], [-1.424, -1.181, -1.551], [-1.062, 1.558, -3.047], [-2.675, 0.808, -3.082], [-1.276, 0.071, -4.023]], "mulliken_charge": [-0.808, -0.615, -0.885, -0.112, 1.023, -0.881, -0.525, -0.120, 0.296, 0.274, 0.218, 0.336, 0.338, 0.393, 0.262, 0.301, 0.272, 0.233], "e_above_lowest_ev": 5.407, "lumo_energy_ev": [0.83, -1.62], "gap_ev": [10.2, 5.0], "e_tot_ev": -19261.623, "homo_ev": [-9.40, -6.62]}

=====

{"formula": "C6H10OS", "method": "wB97M-V/def2-TZVPD", "symbols": ["C", "C", "C", "C", "C", "C", "O", "S", "H", "H", "H", "H", "H", "H", "H", "H", "H", "H"], "xyz": [[-0.304, 1.782, 0.649], [0.585, 1.096, -0.085], [-1.354, 0.932, 1.176], [0.345, -0.388, -0.235], [1.704, -0.972, 0.266], [-0.115, -0.782, -1.620], [-2.162, -1.426, 0.291], [-0.973, -0.900, 1.009], [-0.455, 2.902, 0.657], [1.500, 1.608, -0.431], [-1.499, 1.119, 2.170], [-2.367, 1.178, 0.692], [2.509, -0.713, -0.328], [1.720, -2.066, 0.395], [1.797, -0.482, 1.272], [-1.288, -0.673, -1.588], [0.054, -1.941, -1.759], [0.302, -0.273, -2.530]], "mulliken_charge": [-0.275, -0.709, -0.708, 1.079, -1.504, -1.220, -0.620, 0.377, 0.329, 0.351, 0.522, 0.281, 0.430, 0.368, 0.394, 0.342, 0.266, 0.301], "e_above_lowest_ev": 2.461, "lumo_energy_ev": 0.81, "gap_ev": 10.0, "e_tot_ev": -19264.569, "homo_ev": -9.22}

=====

{"formula": "C6H10OS", "method": "wB97M-V/def2-TZVPD", "symbols": ["O", "S", "C", "C", "C", "C", "C", "C", "H", "H", "H", "H", "H", "H", "H", "H", "H", "H"], "xyz": [[1.334, -0.323, 2.858], [-0.263, -0.075, 3.320], [-0.766, 0.760, 1.738], [-0.989, -0.351, 0.743], [-0.084, -0.147, -0.446], [1.183, -0.128, -0.762], [0.882, 0.126, -2.293], [-0.630, -0.015, -1.921], [1.307, -1.049, 2.148], [-0.046, 1.564, 1.347], [-1.759, 1.197, 2.182], [-0.679, -1.323, 1.129], [-1.987, -0.433, 0.351], [2.212, -0.253, -0.396], [1.320, -0.660, -2.979], [1.324, 1.064, -2.627], [-1.207, 0.940, -2.131], [-1.150, -0.895, -2.261]], "mulliken_charge": [-0.472, 0.042, -0.461, -0.828, 0.291, -0.350, -0.482, -0.766, 0.333, 0.324, 0.270, 0.370, 0.346, 0.346, 0.237, 0.271, 0.222, 0.308], "e_above_lowest_ev": 3.382, "lumo_energy_ev": 0.74, "gap_ev": 9.4, "e_tot_ev": -19263.648, "smiles": "OSCCC1=CCC1", "homo_ev": -8.70}

=====

{"formula": "C6H10S", "method": "wB97M-V/def2-TZVPD", "symbols": ["C", "C", "C", "C", "C", "C", "S", "H", "H", "H", "H", "H", "H", "H", "H", "H", "H"], "xyz": [[0.579, 0.703, 2.172], [0.345, 0.091, -1.958], [1.004, -0.984, -1.122], [-0.438, -0.815, -1.170], [-1.073, -0.489, 1.233], [-1.272, -0.259, -0.052], [0.972, 2.262, 1.608], [1.317, 0.079, 1.787], [0.444, 1.004, -1.498], [0.551, 0.065, -3.035], [1.529, -1.753, -1.615], [1.458, -0.400, -0.323], [-1.038, -1.582, -1.750], [-0.544, -1.219, 1.753], [-1.779, -0.019, 1.984], [0.001, 2.902, 2.340], [-2.056, 0.414, -0.354]], "mulliken_charge": [-0.438, -0.637, -0.398, 0.256, -0.982, -0.349, -0.092, 0.269, 0.254, 0.272, 0.323, 0.020, 0.278, 0.467, 0.275, 0.145, 0.338], "e_above_lowest_ev": 6.008, "lumo_energy_ev": -0.22, "gap_ev": 7.9, "e_tot_ev": -17213.616, "homo_ev": -8.12}

=====

{"formula": "C6H10S", "method": "wB97M-V/def2-TZVPD", "symbols": ["C", "C", "C", "C", "C", "S", "C", "H", "H", "H", "H", "H", "H", "H", "H", "H", "H"], "xyz": [[-0.655, 0.299, -1.272], [-0.894, -0.423, -0.200], [-2.227, -0.237, 0.351], [0.067, -1.218, 0.574], [1.436, -1.196, 0.422], [2.586, -0.149, -0.462], [1.899, 1.475, 0.008], [-1.498, 0.750, -1.678], [0.404, 0.258, -1.623], [-2.333, 0.630, 0.946], [-2.531, -1.098, 0.964], [-2.933, -0.102, -0.454], [-0.384, -1.967, 1.294], [1.979, -2.101, 0.692], [2.251, 1.575, 1.034], [2.074, 2.174, -0.687], [0.759, 1.329, 0.091]], "mulliken_charge": [-0.920, 0.990, -1.399, -0.288, -0.480, -0.104, -0.798, 0.316, 0.246, 0.285, 0.351, 0.396, 0.201, 0.310, 0.304, 0.360, 0.231], "e_above_lowest_ev": 2.626, "lumo_energy_ev": 0.48, "gap_ev": 8.6, "e_tot_ev": -17216.997, "smiles": "C=C(C)/C=C\\SC", "homo_ev": -8.11}

=====

{"formula": "C6H10S2", "method": "wB97M-V/def2-TZVPD", "symbols": ["C", "C", "C", "C", "C", "S", "C", "S", "H", "H", "H", "H", "H", "H", "H", "H", "H", "H"], "xyz": [[-0.022, -1.423, -0.842], [0.732, -0.705, 0.412], [2.023, -0.034, 0.018], [-0.235, 0.303, 1.085], [-0.810, 1.327, 0.131], [-0.246, 2.864, -0.153], [-2.225, 1.053, -0.309], [-3.144, -0.232, 0.173], [0.667, -2.264, -0.996], [0.367, -0.725, -1.878], [-1.295, -1.591, -0.790], [0.753, -1.529, 1.242], [2.456, 0.518, 0.909], [2.694, -0.747, -0.328], [1.730, 0.625, -0.883], [0.266, 0.914, 1.872], [-1.067, -0.261, 1.312], [-2.645, 1.908, -0.974]], "mulliken_charge": [-0.781, 0.376, -1.338, -0.917, 0.273, -0.163, -0.306, -0.264, 0.394, 0.195, 0.036, 0.334, 0.303, 0.434, 0.283, 0.393, 0.455, 0.294], "e_above_lowest_ev": 3.092, "lumo_energy_ev": -2.00, "gap_ev": 7.0, "e_tot_ev": -28051.248, "smiles": "CC(C)CC(=S)C=S", "homo_ev": -8.97}

=====

{"formula": "C6H10Si", "method": "wB97M-V/def2-TZVPD", "symbols": ["C", "C", "Si", "C", "C", "C", "C", "H", "H", "H", "H", "H", "H", "H", "H", "H", "H"], "xyz": [[-2.000, -2.088, -1.155], [-0.778, -1.510, -1.017], [0.005, -0.738, 0.593], [-0.783, 1.054, 0.874], [0.300, 2.080, 0.496], [1.485, 1.709, 0.108], [1.929, 0.301, -0.156], [-2.275, -2.514, -2.198], [-2.711, -2.204, -0.404], [-0.088, -1.480, -1.861], [0.339, -1.569, 1.701], [-0.867, 1.299, 1.894], [-1.738, 1.170, 0.431], [-0.037, 3.099, 0.699], [2.188, 2.515, 0.188], [2.163, 0.127, -1.207], [2.840, 0.158, 0.502]], "mulliken_charge": [-0.568, -0.263, 0.437, -0.832, -0.466, -0.119, -0.859, 0.193, 0.298, 0.264, -0.150, 0.362, 0.448, 0.351, 0.326, 0.309, 0.270], "e_above_lowest_ev": 0.697, "lumo_energy_ev": 0.94, "gap_ev": 9.8, "e_tot_ev": -14258.938, "smiles": "C=C[SiH]1CC=CC1", "homo_ev": -8.89}

=====

{"formula": "C6H10Si", "method": "wB97M-V/def2-TZVPD", "symbols": ["C", "C", "C", "C", "Si", "C", "C", "H", "H", "H", "H", "H", "H", "H", "H", "H", "H"], "xyz": [[0.146, 2.576, 0.877], [0.941, 1.631, 1.351], [0.457, 0.290, 1.118], [-1.108, 0.064, 1.151], [-0.232, -0.244, -0.577], [-0.015, -2.055, -1.083], [0.407, -2.271, -2.341], [-0.881, 2.346, 0.499], [0.417, 3.627, 0.900], [1.865, 1.759, 1.919], [0.862, -0.510, 1.761], [-1.581, -0.811, 1.534], [-1.850, 0.890, 1.259], [0.091, 0.601, -1.855], [-0.678, -2.716, -0.462], [0.227, -3.254, -2.692], [1.090, -1.661, -2.995]], "mulliken_charge": [-0.902, -0.009, -0.162, -0.849, 0.441, -0.184, -0.676, 0.098, 0.266, 0.340, 0.407, 0.368, 0.210, -0.092, 0.267, 0.256, 0.222], "e_above_lowest_ev": 1.693, "lumo_energy_ev": 0.75, "gap_ev": 8.9, "e_tot_ev": -14257.943, "smiles": "C=C[C@H]1C[Si@@H]1C=C", "homo_ev": -8.18}

=====

{"formula": "C6H11Br13NPS", "method": "wB97M-V/def2-TZVPD", "symbols": ["C", "C", "N", "P", "S", "Br", "H", "H", "H", "H", "H", "H", "H", "C", "Br", "Br", "Br", "H", "C", "Br", "Br", "Br", "H", "C", "Br", "Br", "Br", "H", "C", "Br", "Br", "Br", "H"], "xyz": [[-2.674, 0.276, 1.742], [-2.214, 1.152, 0.586], [-1.035, 1.991, 0.898], [0.555, 1.403, 1.090], [0.762, 0.844, 3.120], [0.500, -0.644, 0.159], [-3.068, -0.666, 1.376], [-1.875, 0.064, 2.431], [-3.461, 0.769, 2.305], [-2.053, 0.558, -0.312], [-3.018, 1.846, 0.351], [-0.936, 2.676, 0.157], [0.142, -0.336, 3.129], [-0.586, -2.559, -3.111], [-0.745, -3.249, -4.897], [-2.275, -1.938, -2.437], [0.230, -3.840, -1.933], [0.071, -1.703, -3.161], [-0.647, 1.079, 7.028], [-1.165, 1.073, 8.878], [0.437, -0.452, 6.603], [-2.174, 1.210, 5.873], [-0.040, 1.956, 6.865], [0.234, 1.546, -4.459], [-0.360, 1.712, -2.638], [1.387, 0.022, -4.651], [-1.241, 1.483, -5.686], [0.817, 2.424, -4.690], [4.964, -1.809, -2.840], [6.126, -0.606, -3.789], [3.682, -0.861, -1.775], [4.082, -3.028, -4.040], [5.579, -2.394, -2.174]], "mulliken_charge": [-0.668, -0.272, -0.412, 0.135, -0.205, -0.048, 0.250, 0.008, 0.317, 0.115, 0.419, 0.324, 0.092, 0.241, -0.034, 0.003, -0.030, -0.218, -0.300, -0.049, -0.038, 0.018, 0.365, -0.420, 0.022, 0.008, -0.003, 0.373, -0.368, -0.018, 0.052, -0.028, 0.370], "e_above_lowest_ev": 0.000, "lumo_energy_ev": -0.19, "gap_ev": 9.1, "e_tot_ev": -938566.844, "homo_ev": -9.25}

=====

{"formula": "C6H11Br2PS2", "method": "wB97M-V/def2-TZVPD", "symbols": ["C", "C", "C", "C", "C", "C", "P", "S", "S", "Br", "Br", "H", "H", "H", "H", "H", "H", "H", "H", "H", "H", "H"], "xyz": [[-1.641, -0.895, 1.036], [-1.733, 0.581, 1.160], [-0.307, -1.282, 0.209], [-1.998, 1.210, -0.237], [-0.410, -0.623, -1.150], [-0.739, 0.792, -1.010], [3.392, -0.172, 0.156], [4.073, 1.681, -0.554], [0.276, 1.916, -1.694], [4.141, -1.670, -1.302], [4.725, -0.409, 1.891], [-1.301, -1.462, 1.936], [-2.469, -1.322, 0.499], [-2.538, 0.940, 1.816], [-0.700, 0.842, 1.481], [0.462, -0.960, 0.812], [-0.550, -2.396, 0.072], [-2.961, 0.913, -0.497], [-1.920, 2.348, -0.103], [0.514, -0.759, -1.663], [-1.138, -1.276, -1.658], [2.821, 2.005, -1.199]], "mulliken_charge": [-0.759, -0.546, -0.687, -0.750, -0.826, 0.491, 0.368, -0.248, -0.177, -0.144, -0.210, 0.328, 0.413, 0.336, 0.286, 0.369, 0.285, 0.367, 0.270, 0.437, 0.270, 0.127], "s2": 2.006, "spin_multiplicity": 3, "lumo_energy_ev": [0.02, -2.54], "gap_ev": [6.7, 6.8], "e_tot_ev": -177442.554, "homo_ev": [-6.70, -9.29]}